# 1
C3H3N2OP | the ωB97M-V functional and the def2-TZVPD basis

For the max |F|, the calculation gives 3.2 eV/A. The value obtained for the HOMO-LUMO gap (alpha / beta) is 9.86 / 6.39 eV. For the total energy, the calculation gives -17471.2928 eV.

Each atom is followed by the atoms it is bonded to, with distances in Å.
Cartesian coordinates (Å):
1 P 1.0027 -0.0862 0.7085  O2 1.476, C5 1.863, C6 1.810
2 O 1.7034 0.1117 1.9919  P1 1.476
3 N 1.9258 -2.1885 -1.0997  C5 1.138
4 N 1.3277 2.2828 -1.0165  C6 1.145
5 C 1.7569 -1.1827 -0.5953  P1 1.863, N3 1.138
6 C 1.2029 1.4205 -0.2738  P1 1.810, N4 1.145
7 C -2.3087 -0.1350 0.0649  H8 1.018, H9 1.049, H10 1.052
8 H -2.6364 -1.0305 0.4216  C7 1.018
9 H -2.2299 0.7623 0.6021  C7 1.049
10 H -1.7444 0.0457 -0.8038  C7 1.052



# 2
C3H3N2S | the ωB97M-V functional and the def2-TZVPD basis

For the max |F|, the calculation gives 3.2 eV/A. The value obtained for the HOMO-LUMO gap is 6.27 eV. For the total energy, the calculation gives -16963.0686 eV. The total charge is +1.

Each atom is followed by the atoms it is bonded to, with distances in Å.
Cartesian coordinates (Å):
1 S 2.6950 -0.0672 0.0732  C5 1.518
2 N -0.9328 0.8384 -0.0075  C4 1.338, C6 1.181
3 N 0.1148 -1.1529 -0.1066  C4 1.396, C5 1.306, H7 1.027
4 C -1.1080 -0.4881 0.0055  N2 1.338, N3 1.396, H9 1.068
5 C 1.2884 -0.6347 0.1356  S1 1.518, N3 1.306
6 C -0.1769 1.7440 -0.0591  N2 1.181, H8 1.088
7 H -0.0470 -2.0843 -0.5090  N3 1.027
8 H 0.2805 2.6579 0.3138  C6 1.088
9 H -2.1141 -0.8130 0.1540  C4 1.068



# 3
C3H3N2S | the ωB97M-V functional and the def2-TZVPD basis

For the max |F|, the calculation gives 4.9 eV/A. The value obtained for the HOMO-LUMO gap is 7.76 eV. For the total energy, the calculation gives -16962.3437 eV. The total charge is +1. Its SMILES is C1#[N+]N=CSC1.

Each atom is followed by the atoms it is bonded to, with distances in Å.
Cartesian coordinates (Å):
1 S -0.2215 -0.2471 -1.2818  C4 1.682, C5 1.869
2 N -0.2667 0.2071 1.5561  N3 1.304, C6 1.194
3 N -1.1513 -0.6929 1.2261  N2 1.304, C4 1.362
4 C -1.1326 -1.0191 -0.0966  S1 1.682, N3 1.362, H8 1.125
5 C 1.1467 0.7790 -0.5285  S1 1.869, C6 1.602, H7 1.043, H9 1.077
6 C 0.7343 0.5477 1.0019  N2 1.194, C5 1.602
7 H 0.7470 1.7222 -0.7259  C5 1.043
8 H -1.9832 -1.6695 -0.4421  C4 1.125
9 H 2.1273 0.3726 -0.7093  C5 1.077



# 4
C3H3N2S2 | the ωB97M-V functional and the def2-TZVPD basis

For the max |F|, the calculation gives 3.4 eV/A. The value obtained for the HOMO-LUMO gap (alpha / beta) is 5.98 / 5.98 eV. For the total energy, the calculation gives -27806.5749 eV. The total charge is -1.

Each atom is followed by the atoms it is bonded to, with distances in Å.
Cartesian coordinates (Å):
1 S 2.7208 0.6653 0.0621  N4 1.734, C7 1.836
2 S -3.0412 0.6704 0.0522  N3 1.601
3 N -1.4672 0.4443 -0.1362  S2 1.601, C5 1.292
4 N 1.1169 0.0924 -0.2651  S1 1.734, C6 1.271, C7 1.370
5 C -0.9500 -0.7359 -0.0405  N3 1.292, C6 1.414, H9 1.123
6 C 0.4283 -0.9761 -0.2425  N4 1.271, C5 1.414, H10 1.124
7 C 1.0661 1.4488 -0.0794  S1 1.836, N4 1.370, H8 1.108
8 H 0.7242 1.9561 0.8441  C7 1.108
9 H -1.5991 -1.6295 0.1638  C5 1.123
10 H 1.0014 -1.9358 -0.3583  C6 1.124



# 5
C3H3N2S2 | the ωB97M-V functional and the def2-TZVPD basis

For the max |F|, the calculation gives 5.1 eV/A. The value obtained for the HOMO-LUMO gap is 6.29 eV. For the total energy, the calculation gives -27806.1131 eV. The total charge is -1.

Each atom is followed by the atoms it is bonded to, with distances in Å.
Cartesian coordinates (Å):
1 S 1.4357 0.5427 3.3148  N4 1.633
2 S -1.9248 -0.9622 -1.7144  N3 1.665, C7 1.750
3 N -1.0728 -0.2784 -0.4575  S2 1.665, C5 1.306, C7 1.364
4 N 0.4377 0.3003 2.0447  S1 1.633, C6 1.309
5 C 0.2222 -0.2957 -0.2924  N3 1.306, C6 1.387, H9 1.075
6 C 0.9225 0.0329 0.8588  N4 1.309, C5 1.387, H10 1.179
7 C -2.2493 -0.7967 -0.0032  S2 1.750, N3 1.364, H8 1.198
8 H -2.9914 0.1440 -0.0147  C7 1.198
9 H 0.7152 -0.1174 -1.2304  C5 1.075
10 H 2.0506 0.1727 0.5473  C6 1.179



# 6
C3H3N3 | the ωB97M-V functional and the def2-TZVPD basis

For the max |F|, the calculation gives 3.4 eV/A. The value obtained for the HOMO-LUMO gap is 9.02 eV. For the total energy, the calculation gives -7625.7622 eV. Its SMILES is C=C=C=N.N#N.

Each atom is followed by the atoms it is bonded to, with distances in Å.
Cartesian coordinates (Å):
1 N -0.3380 1.4550 0.4684  N2 1.103
2 N -0.1350 0.9706 1.4385  N1 1.103
3 N 0.4162 -1.0788 1.6239  C5 1.232, H7 1.023
4 C 0.0400 -0.7979 -0.7382  C5 1.298, C6 1.333
5 C 0.1508 -1.3197 0.4452  N3 1.232, C4 1.298
6 C -0.3527 0.2947 -1.3930  C4 1.333, H8 1.126, H9 1.056
7 H 1.3617 -0.7728 1.8663  N3 1.023
8 H -1.4378 0.4503 -1.6526  C6 1.126
9 H 0.2947 0.7985 -2.0585  C6 1.056